1.
{"formula": "C33H29NO5P2PtS", "method": "ωB97M-V/def2-TZVPD", "symbols": ["Pt", "C", "S", "C", "C", "C", "N", "P", "C", "C", "C", "C", "C", "C", "C", "C", "C", "C", "C", "C", "P", "C", "C", "C", "C", "C", "C", "C", "C", "C", "C", "C", "C", "H", "H", "H", "H", "H", "H", "H", "H", "H", "H", "H", "H", "H", "H", "H", "H", "H", "H", "H", "H", "H", "H", "H", "H", "H", "H", "H", "H", "H", "O", "C", "C", "O", "C", "C", "O", "C", "O", "O"], "coordinates": [[-0.43527, 2.58711, -0.76914], [-0.95177, -5.00619, -0.51314], [-0.94657, -4.52769, 1.23956], [0.66013, -3.66589, 1.38466], [0.52103, -2.15159, 1.33456], [-0.07307, -1.69689, 0.00446], [-0.07467, -0.24919, -0.15234], [1.30003, 0.74781, -0.56554], [1.93143, 1.45371, 0.98676], [3.08223, 2.23051, 0.85116], [3.64083, 2.84531, 1.95436], [3.02503, 2.72661, 3.19266], [1.84913, 2.00401, 3.31816], [1.30523, 1.35601, 2.22116], [2.53083, -0.57509, -0.90814], [2.42673, -1.19059, -2.15204], [3.25973, -2.24319, -2.48164], [4.20073, -2.68839, -1.56654], [4.32563, -2.06059, -0.33764], [3.49943, -1.00049, -0.00604], [-1.41677, 0.56261, -0.84354], [-1.61187, -0.15949, -2.50354], [-1.08177, 0.59081, -3.54984], [-1.13787, 0.11581, -4.84684], [-1.72417, -1.11549, -5.10054], [-2.24837, -1.86789, -4.06074], [-2.19247, -1.39499, -2.76074], [-2.82977, -0.00129, 0.11886], [-4.09397, -0.05819, -0.46084], [-5.16747, -0.50689, 0.28516], [-4.98697, -0.89059, 1.60596], [-3.74277, -0.76089, 2.20376], [-2.66867, -0.30219, 1.46716], [-1.83847, -5.61379, -0.66204], [-0.06587, -5.59509, -0.72814], [-0.99437, -4.12989, -1.15254], [1.30513, -4.02799, 0.58586], [1.07853, -3.97749, 2.34056], [1.50343, -1.69589, 1.46806], [-0.12407, -1.82439, 2.14946], [-1.11467, -2.02789, -0.03454], [0.47083, -2.18099, -0.81604], [3.53643, 2.33231, -0.12674], [4.55023, 3.42001, 1.85036], [3.46113, 3.19761, 4.06166], [1.34663, 1.95771, 4.27286], [0.39553, 0.78521, 2.31296], [1.67563, -0.83389, -2.84744], [3.18603, -2.71219, -3.45104], [4.83803, -3.52329, -1.81294], [5.07433, -2.39859, 0.36256], [3.59553, -0.51179, 0.95456], [-0.63547, 1.55921, -3.32054], [-0.73317, 0.70231, -5.65884], [-1.77257, -1.48939, -6.11234], [-2.70597, -2.82459, -4.26354], [-2.61247, -1.97669, -1.95204], [-4.22647, 0.24901, -1.49024], [-6.15067, -0.56009, -0.15714], [-5.81847, -1.28019, 2.17326], [-3.61747, -1.01449, 3.24546], [-1.69847, -0.16489, 1.91856], [0.07483, 7.13851, 3.48106], [-0.06237, 6.24991, 2.67946], [0.06643, 6.37021, 1.16876], [0.21333, 7.41131, 0.56726], [-0.10927, 5.01031, 0.63896], [-0.56397, 4.13511, 1.69816], [-1.06117, 3.00971, 1.49706], [-0.38057, 4.80411, 3.00036], [-0.37807, 4.30871, 4.10686], [0.11803, 4.61551, -0.53754]], "atomic_forces_ev_per_a": [[0.044, -0.241, 1.032], [0.100, 0.223, 0.459], [0.072, -0.100, -0.032], [-0.420, -0.030, 0.026], [-0.032, -0.067, -0.265], [0.135, -0.274, 0.326], [-0.078, 0.529, -0.507], [-1.284, 0.018, 1.522], [0.233, 0.117, -0.232], [-0.104, -0.166, -0.068], [0.087, 0.073, 0.084], [0.025, -0.033, -0.025], [-0.008, -0.044, 0.124], [0.094, -0.163, -0.181], [-0.087, 0.565, -0.777], [-0.022, 0.099, -0.011], [-0.011, -0.101, -0.093], [-0.026, 0.029, -0.008], [0.022, -0.087, 0.010], [-0.131, 0.245, 0.130], [1.252, -0.249, 0.150], [-0.016, 0.611, 0.234], [0.054, 0.282, 0.054], [0.032, -0.099, -0.131], [0.066, 0.049, -0.027], [0.016, -0.086, 0.029], [-0.061, -0.052, 0.103], [0.012, 0.541, -0.057], [0.103, 0.010, -0.105], [-0.144, -0.061, 0.029], [0.077, 0.059, -0.050], [-0.078, -0.070, 0.084], [0.151, 0.061, -0.098], [-0.063, -0.059, -0.056], [0.047, -0.075, -0.128], [-0.005, 0.019, -0.171], [0.132, -0.059, -0.023], [0.077, -0.010, -0.040], [-0.017, 0.029, 0.109], [0.015, 0.101, 0.087], [0.087, -0.063, -0.065], [-0.119, 0.049, 0.004], [0.134, 0.081, -0.039], [0.017, 0.053, -0.009], [-0.029, 0.100, 0.025], [-0.048, -0.013, 0.039], [-0.144, 0.008, 0.056], [0.006, -0.051, -0.140], [-0.056, -0.059, -0.079], [0.111, -0.056, -0.043], [0.044, -0.013, 0.099], [0.043, 0.026, 0.010], [-0.105, -0.186, -0.192], [0.017, 0.044, -0.035], [-0.024, -0.028, -0.084], [-0.035, -0.083, -0.013], [-0.068, -0.059, 0.040], [-0.073, -0.067, -0.040], [-0.062, -0.016, -0.083], [-0.092, 0.033, 0.061], [0.051, -0.021, 0.072], [0.056, -0.043, 0.128], [-0.065, -0.214, -0.210], [0.193, 0.231, 0.163], [-0.252, 0.171, -0.142], [0.219, -0.120, -0.123], [0.438, -0.213, 3.476], [0.143, 2.894, -0.863], [-0.121, -2.256, -1.332], [0.113, 0.003, 0.149], [-0.214, -0.142, -0.076], [-0.423, -1.527, -2.262]], "lowdin_charge": [0.834, -0.401, 0.806, -0.474, -0.247, -0.284, -0.412, 0.986, -0.403, -0.114, -0.068, -0.060, -0.061, -0.091, -0.339, -0.107, -0.071, -0.071, -0.064, -0.081, 0.829, -0.339, -0.119, -0.069, -0.070, -0.068, -0.089, -0.331, -0.085, -0.067, -0.061, -0.052, -0.072, 0.029, 0.035, 0.008, 0.076, 0.072, 0.093, 0.102, 0.083, 0.107, 0.109, 0.108, 0.110, 0.113, 0.088, 0.102, 0.107, 0.107, 0.110, 0.110, 0.066, 0.110, 0.107, 0.108, 0.105, 0.112, 0.108, 0.109, 0.113, 0.091, 0.142, -0.258, -0.294, 0.107, -0.323, -0.342, -0.068, -0.286, 0.102, -0.162], "homo_lumo_gap_ev": [4.449, 4.442], "e_above_lowest_kj_mol": 326.6}



2.
{"formula": "C33H30BCl2N6O4S3Sr", "method": "ωB97M-V/def2-TZVPD", "symbols": ["Sr", "O", "C", "O", "C", "C", "C", "C", "C", "N", "C", "O", "O", "H", "H", "H", "H", "H", "C", "N", "C", "C", "N", "B", "N", "C", "C", "N", "C", "C", "S", "C", "S", "H", "H", "H", "H", "H", "H", "H", "H", "H", "H", "H", "H", "N", "C", "C", "C", "C", "C", "C", "C", "C", "C", "C", "C", "C", "H", "H", "H", "H", "H", "H", "H", "H", "H", "H", "Cl", "C", "C", "C", "C", "C", "Cl", "C", "S", "H", "H", "H"], "coordinates": [[0.36871, -0.42798, 0.11607], [-2.89054, -1.46650, -2.94437], [-2.12220, -0.99760, -1.98331], [-0.93808, -1.22930, -1.88375], [-2.92250, -0.54421, -0.80024], [-4.18363, 0.01064, -0.90232], [-4.85404, 0.31753, 0.26484], [-4.25113, 0.03898, 1.47670], [-2.99501, -0.54622, 1.48027], [-2.33000, -0.83125, 0.36482], [-2.36518, -0.97239, 2.78904], [-2.37109, -0.05231, 3.75355], [-1.93625, -2.08254, 2.93894], [-2.30246, -1.66364, -3.70805], [-4.59784, 0.21217, -1.88153], [-5.83456, 0.77354, 0.23255], [-4.73866, 0.27067, 2.41303], [-2.34780, 0.82648, 3.32609], [-1.63435, 3.87777, -1.48758], [-0.57059, 3.23523, -2.23143], [0.77737, 3.56506, -2.17288], [1.40052, 2.77890, -3.07150], [0.44837, 1.97243, -3.67558], [0.74359, 1.11564, -4.94696], [0.38548, -0.38032, -4.67703], [-0.52462, -1.10394, -5.41118], [-0.44956, -2.39933, -5.02733], [0.52197, -2.44681, -4.04019], [0.91561, -3.63614, -3.32244], [1.01954, -1.19633, -3.82243], [2.23437, -0.77883, -2.70540], [-0.76911, 2.26830, -3.16836], [-2.28696, 1.61117, -3.59344], [-1.18749, 4.62237, -0.83345], [-2.17377, 3.14792, -0.88671], [-2.33535, 4.35094, -2.17277], [1.16150, 4.29645, -1.48250], [2.44583, 2.68248, -3.31341], [1.93224, 1.19444, -5.17378], [0.05292, 1.49772, -5.87152], [-1.14560, -0.62618, -6.15117], [-0.96624, -3.27976, -5.37639], [1.19809, -4.42274, -4.02158], [0.09658, -3.99068, -2.69182], [1.76603, -3.37800, -2.69852], [0.59048, -3.09413, 0.73779], [1.93265, -3.45519, 1.02359], [2.61157, -4.27767, 0.13241], [3.92695, -4.64879, 0.36512], [4.56960, -4.20230, 1.50875], [3.88908, -3.36707, 2.38731], [2.57577, -2.96144, 2.16473], [1.92440, -1.98407, 3.09035], [1.99448, -2.25629, 4.45802], [1.53153, -1.33069, 5.38296], [1.03087, -0.12263, 4.92097], [0.95358, 0.11912, 3.54861], [1.35973, -0.79761, 2.55807], [0.15261, -3.70572, 0.06452], [0.00732, -2.95703, 1.56121], [2.09859, -4.63474, -0.75476], [4.44421, -5.27958, -0.34790], [5.59505, -4.48657, 1.70981], [4.39421, -2.98731, 3.26754], [2.40780, -3.20227, 4.80206], [1.56910, -1.54993, 6.44493], [0.67908, 0.62779, 5.62442], [0.54438, 1.08103, 3.24513], [1.66106, 2.73266, 0.69427], [0.70739, 3.71444, 1.76629], [1.33104, 4.83560, 2.28705], [0.64513, 5.66218, 3.15674], [-0.65775, 5.34422, 3.50368], [-1.26100, 4.21814, 2.97035], [-2.89612, 3.89229, 3.48942], [-0.61790, 3.34879, 2.06006], [-1.40393, 1.95977, 1.37882], [2.35727, 5.04527, 2.01154], [1.12138, 6.54429, 3.56472], [-1.21369, 5.96164, 4.19644]], "atomic_forces_ev_per_a": [[0.614, 0.464, 0.083], [0.176, 0.140, -0.847], [-0.666, -0.876, 0.917], [0.185, 0.323, -0.396], [0.126, 0.000, 0.275], [-0.002, 0.050, -0.320], [-0.093, 0.031, 0.071], [-0.108, 0.009, 0.042], [-0.058, -0.105, 0.079], [-0.212, 0.092, -0.095], [0.291, 0.154, -0.133], [-0.115, -0.284, 0.046], [-0.073, -0.140, 0.041], [-0.138, 0.035, 0.059], [0.050, 0.014, 0.072], [0.002, 0.004, -0.006], [0.013, 0.005, 0.026], [0.060, 0.299, -0.125], [-0.041, -0.046, -0.075], [-0.016, 0.130, 0.089], [-0.312, 0.057, -0.194], [-0.191, -0.249, -0.061], [0.060, 0.160, -0.300], [-0.028, 0.182, 0.058], [-0.134, 0.164, -0.288], [-0.002, 0.160, 0.034], [0.023, -0.009, 0.195], [0.172, -0.305, 0.010], [-0.111, 0.077, -0.004], [-0.020, -0.273, -0.111], [-0.039, -0.057, 0.358], [0.378, 0.082, 0.098], [0.173, 0.054, 0.099], [-0.005, 0.017, 0.071], [0.062, 0.055, -0.016], [0.001, 0.067, -0.075], [-0.115, -0.045, -0.108], [-0.115, -0.014, -0.025], [-0.113, 0.033, 0.009], [0.064, -0.108, 0.092], [0.072, 0.003, 0.068], [0.082, 0.061, 0.042], [0.003, -0.018, -0.023], [-0.004, 0.012, 0.010], [0.058, 0.028, 0.034], [-0.098, 0.363, -0.094], [-0.155, -0.030, -0.067], [0.026, -0.066, -0.030], [0.007, 0.010, 0.003], [-0.072, 0.045, 0.046], [0.088, -0.073, -0.035], [-0.081, 0.119, -0.007], [0.049, 0.007, -0.109], [0.006, 0.012, 0.067], [0.010, 0.011, -0.029], [-0.010, 0.020, -0.104], [0.074, -0.080, 0.055], [0.030, -0.095, 0.259], [-0.045, -0.117, 0.105], [0.095, -0.124, 0.007], [-0.005, -0.007, 0.029], [-0.024, 0.001, 0.017], [-0.008, 0.019, -0.003], [-0.006, 0.017, -0.009], [-0.015, 0.060, -0.030], [-0.003, 0.014, -0.035], [0.023, -0.045, -0.034], [-0.023, -0.046, -0.001], [0.138, -0.246, 0.169], [-0.019, 0.003, 0.038], [0.090, -0.011, -0.045], [-0.031, 0.064, 0.026], [-0.038, -0.041, 0.007], [0.088, -0.020, -0.070], [0.066, -0.068, -0.082], [-0.063, 0.057, 0.112], [0.025, -0.112, 0.080], [-0.057, -0.022, 0.003], [-0.008, -0.032, 0.008], [-0.008, -0.014, -0.022]], "lowdin_charge": [1.177, 0.106, -0.541, -0.063, -0.200, 0.006, -0.023, -0.006, -0.274, 0.097, -0.506, 0.093, 0.129, 0.103, 0.116, 0.115, 0.128, 0.034, -0.076, -0.119, -0.116, -0.092, -0.016, -0.487, -0.003, -0.084, -0.080, -0.137, -0.050, -0.766, 0.565, -0.729, 0.619, 0.087, 0.021, 0.078, 0.090, 0.113, 0.067, 0.068, 0.119, 0.118, 0.091, 0.088, 0.031, 0.038, -0.263, -0.049, -0.105, -0.104, -0.038, -0.146, -0.261, -0.074, -0.115, -0.113, -0.179, -0.185, 0.086, 0.076, 0.093, 0.095, 0.092, 0.112, 0.102, 0.087, 0.092, 0.038, 0.707, -0.653, -0.128, -0.104, -0.137, -0.666, 0.638, -0.717, 0.600, 0.099, 0.098, 0.095], "homo_lumo_gap_ev": 6.675, "e_above_lowest_kj_mol": 103.2, "charge": -1}